No. 1
118
Properties=species:S:1:pos:R:3:forces:R:3:lowdin_charge:R:1 method="wB97M-V/def2-TZVPD" total_charge=+2 e_above_lowest_kj_mol=0.0 orbital_gap_ev=5.790 e_homo_ev=-11.810
Zr 0.903 -0.973 -1.233 0.6 -0.9 0.2 1.239
C -10.885 0.892 5.890 0.1 0.0 0.0 -0.052
O -9.606 1.441 6.216 -0.1 0.0 -0.1 -0.055
C -8.576 1.151 5.406 -0.1 0.0 0.1 -0.276
C -8.671 0.313 4.299 0.1 -0.1 -0.2 -0.001
C -7.543 0.077 3.527 -0.1 -0.1 -0.1 -0.024
C -6.321 0.656 3.837 0.2 0.0 -0.1 -0.165
C -6.240 1.498 4.954 0.1 0.0 0.0 -0.011
C -7.350 1.741 5.728 0.1 0.1 0.1 0.023
C -5.129 0.420 3.020 0.0 0.1 0.1 -0.230
N -3.980 1.065 3.111 0.0 -0.1 -0.1 0.199
C -3.185 0.505 2.152 0.2 0.4 0.3 -0.173
C -3.834 -0.490 1.468 -0.3 -0.2 -0.1 -0.121
N -5.083 -0.532 2.034 -0.1 -0.2 -0.1 0.191
C -3.239 -1.221 0.401 -0.3 -0.1 0.1 -0.053
C -3.850 -2.255 -0.331 -0.2 0.0 0.1 0.050
C -3.179 -2.855 -1.360 -0.1 -0.1 -0.1 -0.002
C -1.886 -2.441 -1.660 0.0 0.3 0.0 -0.146
N -1.272 -1.478 -0.977 -0.5 -0.1 0.3 -0.073
C -1.931 -0.874 0.056 0.2 0.1 -0.3 -0.142
C -1.234 0.167 0.765 0.2 0.2 -0.1 -0.140
N 0.024 0.473 0.345 -0.2 0.0 0.2 -0.032
C 0.687 1.432 0.967 0.1 -0.1 -0.1 -0.150
C 0.165 2.142 2.048 0.0 0.2 0.0 -0.027
C -1.107 1.864 2.467 -0.2 0.0 0.1 0.057
C -1.844 0.861 1.810 0.0 0.1 0.2 -0.051
H -11.575 1.282 6.628 0.0 0.0 0.1 0.098
H -10.867 -0.197 5.948 0.0 0.0 0.0 0.099
H -11.201 1.206 4.894 0.0 0.0 0.0 0.099
H -9.609 -0.151 4.031 0.1 0.0 0.0 0.108
H -7.647 -0.569 2.659 -0.1 0.1 0.1 0.108
H -5.289 1.956 5.198 -0.1 0.0 0.0 0.116
H -7.303 2.387 6.597 0.0 0.0 -0.1 0.130
H -5.827 -1.172 1.819 0.0 0.0 0.0 0.153
H -4.856 -2.575 -0.082 0.0 0.0 0.0 0.131
H -3.626 -3.654 -1.936 0.0 0.0 0.0 0.130
H -1.336 -2.890 -2.467 0.2 -0.1 -0.1 0.104
H 1.676 1.663 0.590 0.0 0.0 0.0 0.114
H 0.763 2.910 2.521 0.0 -0.1 0.0 0.124
H -1.569 2.396 3.292 0.0 0.0 -0.1 0.138
S 1.037 -3.501 -1.046 -0.2 0.3 -0.3 0.629
C 2.023 -4.029 -2.406 0.0 -0.1 0.1 -0.676
C 2.462 -5.354 -2.450 0.0 0.0 0.0 -0.118
C 3.196 -5.813 -3.529 0.0 0.0 0.0 -0.071
C 3.502 -4.957 -4.582 0.0 0.0 0.0 -0.071
C 3.080 -3.641 -4.543 0.0 0.0 -0.1 -0.116
C 2.345 -3.173 -3.457 0.1 0.1 0.0 -0.644
S 1.836 -1.475 -3.468 0.0 0.0 0.2 0.628
H 2.214 -6.019 -1.630 0.0 0.0 0.0 0.106
H 3.527 -6.844 -3.551 0.0 0.0 0.0 0.112
H 4.067 -5.316 -5.433 0.0 0.0 0.0 0.112
H 3.317 -2.962 -5.355 0.0 0.0 0.0 0.105
O 2.344 -1.086 0.214 0.6 0.8 0.0 -0.548
P 3.551 -0.695 1.108 0.0 -0.2 -0.2 0.890
C 4.393 -2.156 1.651 -0.1 -0.2 0.0 -0.279
C 4.414 -3.265 0.803 0.0 0.0 0.0 -0.053
C 5.142 -4.385 1.169 0.0 0.0 0.0 -0.047
C 5.848 -4.394 2.366 0.0 0.0 0.0 -0.045
C 5.823 -3.290 3.211 0.0 0.0 0.0 -0.052
C 5.090 -2.166 2.861 0.0 -0.1 -0.1 -0.066
C 4.708 0.293 0.171 0.1 0.0 0.0 -0.266
C 5.885 0.734 0.790 0.0 0.0 0.0 -0.075
C 6.847 1.399 0.050 0.0 0.0 0.1 -0.044
C 6.658 1.605 -1.312 0.1 0.0 -0.1 -0.041
C 5.510 1.145 -1.935 0.0 0.0 0.0 -0.059
C 4.537 0.489 -1.196 0.2 0.1 0.1 -0.080
C 2.981 0.162 2.561 0.0 0.0 0.1 -0.316
C 2.018 -0.503 3.329 0.1 0.1 0.1 -0.070
C 1.551 0.079 4.495 0.0 0.0 0.0 -0.053
C 2.049 1.314 4.902 0.0 0.0 0.0 -0.051
C 3.005 1.975 4.141 0.0 0.0 0.0 -0.059
C 3.473 1.402 2.965 -0.1 0.0 0.0 -0.070
H 3.854 -3.256 -0.127 0.0 0.0 0.0 0.086
H 5.159 -5.253 0.520 0.0 0.1 0.0 0.116
H 6.417 -5.270 2.648 0.0 0.0 0.0 0.118
H 6.367 -3.309 4.148 0.0 0.0 -0.1 0.117
H 5.055 -1.314 3.531 0.0 0.0 0.0 0.111
H 6.061 0.538 1.842 0.0 0.0 0.0 0.113
H 7.752 1.744 0.533 0.0 0.0 0.0 0.120
H 7.422 2.110 -1.891 0.0 0.0 0.0 0.120
H 5.377 1.275 -3.002 0.0 0.0 0.1 0.116
H 3.677 0.104 -1.714 -0.3 -0.2 -0.1 0.050
H 1.645 -1.474 3.017 0.0 0.0 0.0 0.125
H 0.810 -0.433 5.095 0.0 0.0 0.0 0.119
H 1.694 1.761 5.822 0.0 0.0 0.0 0.119
H 3.388 2.935 4.464 0.0 0.0 0.0 0.119
H 4.203 1.928 2.361 0.0 0.0 0.0 0.106
C -0.620 3.549 -1.268 0.1 0.1 -0.1 -0.094
C -0.908 2.829 -2.585 0.1 0.0 0.2 -0.511
C -0.955 3.835 -3.737 -0.1 0.1 0.0 -0.086
P 0.112 1.303 -2.932 -0.2 -0.3 -0.5 1.030
C -1.033 0.328 -4.071 -0.1 0.3 0.0 -0.548
C -1.043 0.659 -5.564 -0.1 0.0 0.0 -0.087
C -2.474 0.327 -3.525 0.0 0.1 -0.1 -0.120
C 1.696 1.850 -3.747 0.0 0.2 0.1 -0.552
C 2.391 2.826 -2.779 0.0 0.0 -0.1 -0.119
C 1.700 2.403 -5.176 0.0 0.0 0.0 -0.083
H -1.326 4.375 -1.160 0.0 0.0 0.0 0.094
H 0.385 3.972 -1.226 0.0 0.0 0.0 0.073
H -0.764 2.897 -0.415 0.0 -0.1 0.1 0.040
H -1.906 2.414 -2.478 -0.1 -0.1 0.0 0.079
H -0.003 4.345 -3.875 0.0 0.0 0.0 0.075
H -1.696 4.595 -3.485 0.0 0.0 0.0 0.094
H -1.253 3.393 -4.685 0.0 0.0 0.0 0.061
H -0.654 -0.682 -3.993 0.1 -0.3 0.1 0.019
H -1.306 1.699 -5.763 0.0 -0.1 0.0 0.068
H -1.799 0.035 -6.047 0.0 0.0 0.0 0.092
H -0.092 0.442 -6.041 0.0 0.0 0.0 0.067
H -3.021 1.209 -3.866 0.0 0.0 0.0 0.089
H -2.537 0.298 -2.433 0.0 0.0 -0.1 0.053
H -3.004 -0.548 -3.911 0.0 0.1 0.0 0.090
H 2.289 0.939 -3.761 0.1 -0.1 0.0 0.002
H 1.925 3.811 -2.800 0.0 0.0 0.0 0.072
H 3.435 2.953 -3.074 -0.1 0.0 0.0 0.079
H 2.388 2.473 -1.743 0.0 0.0 0.0 0.051
H 0.888 3.094 -5.389 0.1 0.0 0.0 0.060
H 1.669 1.604 -5.914 0.0 0.0 0.0 0.071
H 2.638 2.944 -5.329 -0.1 0.0 0.0 0.090


No. 2
122
Properties=species:S:1:pos:R:3:forces:R:3:lowdin_charge:R:1 method="wB97M-V/def2-TZVPD" spin_multiplicity=3 total_charge=+2 e_above_lowest_kj_mol=152.1 orbital_gap_ev="5.928 / 4.452" s2=2.013 e_homo_ev="-11.850 / -11.850"
Au 1.527 0.802 0.216 0.0 1.0 -0.3 0.616
C 3.522 0.366 -0.243 -0.2 -0.2 0.4 -0.396
Si 4.420 -1.030 0.605 0.0 0.0 0.0 0.674
C 3.559 -2.753 0.056 0.1 0.2 -0.2 -0.137
N 2.170 -2.685 0.161 0.1 -0.7 0.1 -0.104
C 1.301 -2.944 -0.971 -0.2 0.1 -0.3 -0.112
C 0.526 -4.268 -0.739 0.1 -0.1 0.2 -0.134
C 1.297 -5.163 0.230 -0.1 0.0 0.1 -0.168
C 1.401 -4.492 1.607 0.1 -0.1 -0.3 -0.119
C 1.561 -2.959 1.446 -0.3 0.1 0.4 -0.117
C 4.233 -1.066 2.464 0.1 0.2 -0.2 -0.288
C 3.654 0.006 3.147 0.0 -0.1 -0.1 -0.100
C 3.507 -0.025 4.526 -0.1 0.1 0.1 -0.065
C 3.934 -1.131 5.245 0.0 0.0 0.0 -0.059
C 4.523 -2.202 4.585 0.0 -0.1 0.0 -0.062
C 4.671 -2.167 3.207 0.0 0.0 -0.1 -0.118
C 6.182 -1.226 0.018 -0.3 0.0 0.2 -0.260
C 7.226 -1.274 0.945 0.0 0.0 0.0 -0.085
C 8.539 -1.418 0.521 0.1 0.0 0.0 -0.063
C 8.824 -1.510 -0.833 0.0 0.0 0.0 -0.060
C 7.796 -1.464 -1.765 0.0 0.0 -0.1 -0.071
C 6.485 -1.323 -1.343 0.0 0.0 0.0 -0.103
H 3.530 0.246 -1.330 0.0 0.0 0.0 0.004
H 4.074 1.283 -0.022 0.1 0.0 -0.1 -0.014
H 3.987 -3.472 0.761 0.0 0.1 0.1 0.114
H 3.890 -2.972 -0.958 -0.1 0.0 0.0 0.107
H 1.913 -3.004 -1.869 0.0 0.0 0.0 0.132
H 0.597 -2.112 -1.085 0.1 0.0 0.1 0.115
H 0.382 -4.766 -1.697 0.0 0.1 -0.1 0.125
H -0.460 -4.056 -0.321 0.1 0.0 -0.1 0.076
H 2.294 -5.353 -0.175 0.0 -0.1 0.0 0.117
H 0.807 -6.131 0.328 0.0 0.0 0.0 0.123
H 2.242 -4.907 2.163 0.0 0.0 0.0 0.117
H 0.500 -4.675 2.193 0.0 0.0 0.0 0.113
H 2.168 -2.535 2.243 0.0 0.0 -0.1 0.116
H 0.583 -2.476 1.463 0.0 0.0 -0.1 0.094
H 3.319 0.876 2.593 0.0 0.0 0.0 0.066
H 3.061 0.817 5.040 0.0 0.0 0.0 0.111
H 3.813 -1.160 6.320 0.0 0.0 0.0 0.114
H 4.867 -3.063 5.142 0.0 0.0 0.0 0.114
H 5.142 -3.007 2.706 0.0 0.0 0.0 0.108
H 7.014 -1.193 2.005 0.0 0.0 0.0 0.097
H 9.338 -1.458 1.249 0.0 0.0 0.0 0.113
H 9.849 -1.613 -1.163 0.0 0.0 0.0 0.114
H 8.021 -1.538 -2.821 0.0 0.0 0.0 0.111
H 5.693 -1.287 -2.084 0.0 0.0 0.0 0.100
S 2.090 3.283 0.742 0.0 -0.7 0.0 0.770
C 0.864 3.922 -0.225 0.4 0.5 -0.2 -0.644
N 1.062 4.959 -1.015 -0.2 -0.5 0.1 -0.071
C -0.082 5.634 -1.628 -0.3 0.0 -0.1 -0.069
C -1.245 5.573 -0.670 0.2 0.2 0.0 -0.074
N -1.521 4.173 -0.357 0.3 -0.1 0.1 -0.080
C -2.935 3.772 -0.313 -0.3 0.0 -0.1 -0.098
C -3.606 3.993 -1.647 0.0 0.0 0.0 -0.234
C -4.590 4.962 -1.795 0.0 0.0 0.0 -0.044
C -5.219 5.139 -3.020 0.0 0.0 0.0 -0.059
C -4.858 4.352 -4.103 0.0 0.0 0.0 -0.064
C -3.859 3.397 -3.966 0.1 0.0 0.0 -0.065
C -3.234 3.217 -2.742 0.0 0.0 0.0 -0.039
C -0.515 3.337 -0.170 -0.6 -0.1 -0.1 -0.634
S -0.757 1.683 0.092 0.3 0.0 0.1 0.727
C 2.386 5.471 -1.390 0.3 0.3 0.0 -0.101
C 2.599 6.898 -0.951 0.0 0.0 0.0 -0.236
C 2.904 7.878 -1.887 0.0 0.0 0.0 -0.039
C 3.155 9.180 -1.478 0.0 0.0 0.0 -0.058
C 3.090 9.509 -0.133 0.0 0.0 0.0 -0.061
C 2.769 8.536 0.805 0.0 0.0 0.1 -0.061
C 2.528 7.234 0.398 0.0 0.0 0.0 -0.039
H -0.336 5.153 -2.578 0.1 0.0 0.0 0.154
H 0.198 6.668 -1.823 0.1 0.0 0.1 0.143
H -2.130 6.006 -1.130 0.0 0.0 0.0 0.136
H -1.015 6.126 0.245 -0.1 0.0 0.0 0.153
H -3.427 4.364 0.462 0.1 0.0 0.0 0.144
H -2.984 2.724 -0.034 0.0 0.0 0.1 0.082
H -4.881 5.571 -0.946 0.0 0.0 0.0 0.119
H -5.990 5.890 -3.126 0.0 0.0 0.0 0.114
H -5.357 4.481 -5.054 0.0 0.0 0.0 0.113
H -3.570 2.791 -4.815 0.0 0.0 0.0 0.110
H -2.464 2.461 -2.627 0.0 0.0 0.0 0.108
H 2.455 5.407 -2.479 -0.1 0.0 0.0 0.143
H 3.141 4.825 -0.952 -0.1 -0.1 0.0 0.091
H 2.963 7.623 -2.939 0.0 0.0 0.0 0.117
H 3.406 9.936 -2.210 0.0 0.0 0.0 0.114
H 3.291 10.523 0.187 0.0 0.0 0.0 0.114
H 2.720 8.791 1.855 0.0 0.0 0.0 0.112
H 2.301 6.469 1.134 0.0 0.0 0.0 0.105
Cl -7.812 0.199 1.831 -0.1 0.1 0.0 0.706
C -6.722 -1.073 1.423 0.1 -0.2 -0.1 -0.663
C -6.441 -2.068 2.348 0.0 0.0 0.1 -0.078
C -5.544 -3.064 2.012 0.0 0.0 -0.1 -0.015
C -4.919 -3.096 0.769 0.0 0.0 -0.2 -0.204
C -3.937 -4.201 0.461 0.0 0.2 0.0 -0.314
C -2.734 -4.159 1.419 -0.3 -0.2 -0.2 -0.055
N -2.185 -2.823 1.564 0.3 0.0 0.1 -0.059
C -1.936 -2.190 2.754 0.0 0.1 0.1 -0.045
C -1.374 -0.987 2.436 0.0 -0.1 0.0 -0.151
N -1.269 -0.874 1.075 0.1 -0.1 -0.2 -0.045
C -1.768 -1.988 0.584 -0.1 0.1 0.0 -0.207
O -4.549 -5.462 0.619 0.2 -0.1 0.2 -0.111
C -4.443 -6.313 -0.513 -0.2 -0.1 -0.2 -0.143
C -5.139 -5.762 -1.727 -0.3 0.1 0.3 -0.337
C -6.419 -5.272 -1.720 0.3 0.0 -0.4 -0.966
Cl -7.492 -5.223 -0.394 -0.2 0.0 0.1 0.725
S -6.902 -4.684 -3.266 0.1 -0.1 0.3 1.010
C -5.389 -5.103 -3.939 0.0 0.0 -0.1 -0.414
C -4.556 -5.659 -3.019 0.0 0.1 -0.1 -0.157
C -5.237 -2.095 -0.144 0.0 -0.1 0.2 -0.567
Cl -4.520 -2.063 -1.729 0.0 0.0 -0.1 0.743
C -6.135 -1.087 0.169 -0.1 0.1 0.0 -0.121
H -6.926 -2.063 3.314 0.0 0.0 0.0 0.115
H -5.331 -3.855 2.720 0.0 0.0 0.0 0.131
H -3.586 -4.080 -0.565 0.0 0.0 0.0 0.104
H -1.970 -4.851 1.055 0.0 0.0 0.1 0.122
H -3.056 -4.507 2.399 0.0 0.1 0.0 0.138
H -2.195 -2.630 3.702 0.0 0.0 0.0 0.128
H -1.041 -0.200 3.094 0.0 0.0 0.0 0.103
H -1.886 -2.201 -0.467 0.0 -0.1 0.0 0.113
H -4.891 -7.256 -0.198 0.0 0.0 0.0 0.140
H -3.389 -6.499 -0.758 0.0 0.0 0.0 0.128
H -5.197 -4.921 -4.984 0.0 0.0 0.0 0.071
H -3.556 -5.998 -3.252 0.0 0.0 0.0 0.112
H -6.379 -0.323 -0.555 0.0 0.0 0.0 0.107


| no. | calculated total energy (eV) |
| --- | --- |
| 1 | -107416.521 |
| 2 | -146981.376 |